Record 1
Molecular formula: C42H33Cl3MoN6O7S2
Method: DFT, wB97M-V/def2-TZVPD

```
94
Properties=species:S:1:pos:R:3:mulliken_charge:R:1
Mo -0.16837 1.09457 0.13983 -2.851
Cl 2.86503 7.64177 1.15243 -0.223
C 1.99453 6.15017 1.20483 0.112
C 2.09713 5.34507 2.34503 -0.656
C 1.48493 4.11317 2.36183 -0.519
C 0.76193 3.65827 1.25223 -0.017
O 0.28043 2.45327 1.18723 0.142
C 0.55793 4.53517 0.13863 0.166
C -0.35817 4.17947 -0.87657 0.136
N -1.04687 3.06107 -0.83617 0.634
C -2.09597 2.79017 -1.66127 0.672
C -2.47237 3.47637 -2.82107 -0.535
C -3.60107 3.08037 -3.51677 -0.916
C -4.40577 2.05867 -3.05747 -0.723
C -4.06077 1.34317 -1.89957 0.912
C -4.82957 0.28497 -1.37297 -0.854
C -4.38787 -0.33763 -0.22637 -1.222
C -3.18587 0.03757 0.35703 -0.106
N -2.41117 1.02457 -0.11357 0.654
C -2.86127 1.68587 -1.21267 0.098
C 1.22663 5.77457 0.12953 -1.074
H 2.66663 5.68787 3.19473 0.448
H 1.57963 3.44757 3.20453 0.506
H -0.52747 4.90657 -1.67137 0.245
H -1.85327 4.26947 -3.20577 0.362
H -3.84657 3.58237 -4.43867 0.413
H -5.30657 1.79637 -3.58957 0.436
H -5.74477 -0.00843 -1.86247 0.477
H -4.96617 -1.12173 0.23513 0.528
H -2.82957 -0.48303 1.23123 0.358
H 1.12963 6.41767 -0.73157 0.484
Cl 1.25143 -1.29813 4.26183 -0.296
C 0.54633 -2.00493 2.75893 1.342
C -0.24367 -3.26303 3.15493 0.593
C -0.46747 -4.14043 1.95523 -1.702
C 0.15843 -3.94003 0.78933 -0.968
C 1.22333 -2.99573 0.65463 0.837
Cl 2.06693 -2.93813 -0.85157 -0.134
C 1.60293 -2.21093 1.71343 -0.598
N 2.77803 -1.56523 1.85393 -0.151
C 3.96563 -1.76043 1.11873 -0.017
C 4.50203 -3.04623 1.04183 -0.037
C 5.72743 -3.26833 0.44663 -0.768
C 6.44413 -2.19863 -0.06707 -0.653
C 5.90303 -0.92843 -0.01947 -0.802
C 4.65823 -0.68483 0.55473 0.967
C 4.12313 0.72417 0.52353 -1.649
C 2.66163 0.83717 0.95783 0.173
O 2.37373 1.28257 2.06183 -0.506
O 1.81873 0.39817 0.10773 0.730
H 0.27823 -3.81613 3.94313 0.778
H -1.16877 -4.95123 2.07123 0.476
H -0.05197 -4.56573 -0.06147 0.568
H 2.79763 -0.83013 2.55283 0.295
H 3.95243 -3.86583 1.48013 0.466
H 6.13183 -4.26823 0.39253 0.418
H 7.42043 -2.35193 -0.50277 0.400
H 6.44783 -0.08933 -0.42947 0.444
H 4.19573 1.10167 -0.50147 0.460
H 4.71653 1.36207 1.18413 0.523
N -0.47047 -0.05213 1.50823 0.391
C -0.56267 -0.98573 2.36673 -0.365
C -1.65837 -1.30413 3.19913 0.172
C -2.58657 -0.42143 3.74413 -0.189
C -3.23767 -0.77003 4.90303 -0.855
C -2.85157 -1.93853 5.61823 -0.596
C -2.00647 -2.84913 5.09253 -1.198
C -1.60687 -2.72543 3.65973 0.204
H -2.67307 0.57597 3.33383 0.375
H -3.94347 -0.09013 5.34913 0.444
H -3.20637 -2.04523 6.63133 0.420
H -1.66977 -3.70753 5.65193 0.418
H -2.38557 -3.26883 3.08893 0.523
O 2.82103 1.77377 -3.18837 -0.683
S 1.48093 1.51827 -2.76847 1.294
O 1.17253 2.08367 -1.45597 -0.198
O 1.40143 -0.14323 -2.71787 -0.546
S 0.09673 1.96737 -4.03807 -0.418
N -0.35497 -0.07683 -1.26667 0.978
C 0.19473 -0.58813 -2.28567 0.092
N -0.32037 -1.62783 -2.97567 0.277
C -0.04187 -1.84043 -4.38067 -0.710
C -1.20137 -1.25833 -5.20557 -0.265
O -2.43917 -1.80773 -4.80567 -0.522
C -2.69907 -1.52793 -3.45217 -0.486
C -1.61237 -2.13723 -2.55667 -0.163
H 0.03773 -2.91523 -4.55777 0.427
H 0.89463 -1.35563 -4.65087 0.433
H -1.08957 -1.51693 -6.25867 0.416
H -1.21297 -0.16463 -5.08647 0.043
H -3.68307 -1.94473 -3.22537 0.392
H -2.71397 -0.44203 -3.28287 0.351
H -1.59647 -3.22593 -2.66077 0.302
H -1.77457 -1.85723 -1.51277 -0.036
```

Computed properties:
- Strongest force on any atom: 5.76 eV/A
- DFT total energy: -4720.6312 Ha
- HOMO-LUMO gap: 5.1 eV
- Energy above the lowest of the compared OMol25 structures with the same formula, charge and spin: 340.5 kJ/mol


Record 2
Molecular formula: C4H11N2
Method: DFT, wB97M-V/def2-TZVPD

```
17
Properties=species:S:1:pos:R:3:nbo_charge:R:1
C -1.42062 1.19162 0.51237 -0.622
C -0.72775 0.52615 -0.67747 -0.231
N 0.21256 -0.48522 -0.26430 -0.339
C -0.29444 -1.79597 0.10444 -0.425
C 1.56157 -0.25411 0.14369 0.401
N 2.12928 0.91316 -0.01209 -0.702
H -1.81543 0.44265 1.19450 0.223
H -0.74376 1.83891 1.06240 0.213
H -2.25451 1.78765 0.15427 0.245
H -0.23875 1.26833 -1.31095 0.207
H -1.47612 0.01440 -1.28768 0.236
H -0.50193 -1.85253 1.17550 0.218
H 0.43370 -2.56565 -0.14867 0.227
H -1.21315 -2.00373 -0.43571 0.237
H 2.10546 -1.09697 0.53185 0.238
H 3.11109 1.05053 0.17781 0.443
H 1.61830 1.69306 -0.40361 0.429
```

Computed properties:
- Strongest force on any atom: 5.53 eV/A
- DFT total energy: -268.2754 Ha
- SMILES: CC/[N+](C)=C\N
- HOMO-LUMO gap: 10.5 eV
- Energy above the lowest of the compared OMol25 structures with the same formula, charge and spin: 77.3 kJ/mol
- Charge: +1


Record 3
Molecular formula: C2H8N3O
Method: DFT, wB97M-V/def2-TZVPD

```
14
Properties=species:S:1:pos:R:3:nbo_charge:R:1
C 2.02728 0.58166 -0.15424 0.543
N 1.91636 1.92046 0.04614 -0.775
O 1.02394 -0.20733 0.02591 -0.755
H 2.93356 0.04089 -0.50053 0.189
H 2.63274 2.59510 -0.09202 0.418
H 1.14361 2.34091 0.50262 0.411
N -0.92126 -1.89300 0.58213 -0.720
C -1.77157 -1.03602 -0.08721 0.425
N -1.62354 0.22203 -0.23052 -0.750
H 0.03310 -1.66256 0.40805 0.458
H -1.30886 -2.75315 1.02659 0.445
H -2.77137 -1.40203 -0.34424 0.207
H -2.53486 0.76207 -0.32929 0.434
H -0.77913 0.49096 -0.85340 0.468
```

Computed properties:
- Strongest force on any atom: 6.15 eV/A
- DFT total energy: -320.2541 Ha
- HOMO-LUMO gap: 10.4 eV
- Energy above the lowest of the compared OMol25 structures with the same formula, charge and spin: 185.1 kJ/mol
- Charge: +1


Record 4
Molecular formula: C6H12N3O2S
Method: DFT, wB97M-V/def2-TZVPD

```
24
Properties=species:S:1:pos:R:3:nbo_charge:R:1
C 0.26732 1.83766 0.85107 -0.644
C 0.44287 0.34368 0.77063 -0.271
C 1.96044 -0.13285 0.66774 -0.246
N 2.20749 -0.74724 -0.59780 -0.534
C 1.74072 -1.95760 -0.86480 0.413
N 1.72140 -2.43754 -2.04144 -0.703
S -0.40157 -0.26946 -0.88397 0.102
C -2.06672 -0.49199 -0.30544 0.515
O -2.63175 -1.41301 -0.86217 -0.542
N -2.47076 0.17035 0.76591 -0.556
C -3.10916 1.19713 1.04928 0.507
O -3.63193 2.13304 0.31108 -0.633
H 1.06520 2.36102 1.35396 0.230
H -0.75511 2.00150 1.39618 0.223
H 0.20846 2.30815 -0.13604 0.225
H -0.06670 -0.10032 1.56962 0.234
H 2.17359 -0.88459 1.42633 0.232
H 2.71357 0.73759 0.83354 0.247
H 2.40045 -0.22867 -1.47824 0.421
H 1.50854 -2.69797 -0.15362 0.238
H 1.29721 -3.36110 -2.32406 0.448
H 2.02613 -2.02673 -2.88640 0.417
H -3.37902 1.31437 2.03554 0.172
H -3.22068 2.34461 -0.49691 0.504
```

Computed properties:
- Strongest force on any atom: 4.89 eV/A
- DFT total energy: -948.4707 Ha
- SMILES: C[C@H](C/[NH+]=C/N)SC(=O)/N=C\O
- HOMO-LUMO gap: 9.3 eV
- Energy above the lowest of the compared OMol25 structures with the same formula, charge and spin: 163.9 kJ/mol
- Charge: +1


Record 5
Molecular formula: C5H6O2
Method: DFT, wB97M-V/def2-TZVPD

```
13
Properties=species:S:1:pos:R:3:nbo_charge:R:1
O -2.92138 -1.10914 -0.23213 -0.498
C -1.92006 -0.46643 -0.38562 0.469
C -0.32167 1.27439 0.79499 -0.060
C 0.33684 0.25629 0.02728 -0.010
C 1.79556 0.21290 0.35385 -0.028
O 1.38129 0.57410 -0.92810 -0.476
C -0.49213 -0.97564 -0.26027 -0.538
H 0.05603 2.25844 0.46528 0.129
H -1.96836 0.62561 -0.62396 0.109
H 2.25424 0.99922 0.95562 0.198
H 2.23880 -0.77710 0.47169 0.200
H -0.18360 -1.43503 -1.20602 0.256
H -0.44285 -1.73331 0.52756 0.251
```

Computed properties:
- Strongest force on any atom: 0.56 eV/A
- DFT total energy: -344.4017 Ha
- HOMO-LUMO gap: 8.5 eV
- Energy above the lowest of the compared OMol25 structures with the same formula, charge and spin: 525.6 kJ/mol


Record 6
Molecular formula: C3H6F2O
Method: DFT, wB97M-V/def2-TZVPD

```
12
Properties=species:S:1:pos:R:3:nbo_charge:R:1
C 1.17789 -0.58931 -0.16463 -0.636
C -0.19165 0.10926 -0.44241 0.034
O -1.18323 -0.85974 -1.08292 -0.730
C -0.73180 0.68486 0.85780 0.544
F -0.41901 -0.03262 1.94019 -0.336
F -0.07888 1.89035 1.03600 -0.360
H 1.75396 0.06691 0.51910 0.229
H 1.65897 -0.90327 -1.03866 0.217
H 0.94017 -1.45101 0.50938 0.228
H -0.02984 0.99594 -1.06531 0.192
H -1.11155 -0.77040 -2.02723 0.472
H -1.78503 0.85901 0.95869 0.148
```

Computed properties:
- Strongest force on any atom: 3.64 eV/A
- DFT total energy: -392.8606 Ha
- SMILES: C[C@@H](O)C(F)F
- HOMO-LUMO gap: 11.7 eV
- Energy above the lowest of the compared OMol25 structures with the same formula, charge and spin: 23.8 kJ/mol


Number 1: M 1000.19 Da. Number 2: M 87.15 Da. Number 3: M 90.11 Da. Number 4: M 190.25 Da. Number 5: M 98.10 Da. Number 6: M 96.08 Da.